Entry from the OMol25 dataset: a molecular structure, C2H4N2OS3 in a non-equilibrium geometry (wB97M-V/def2-TZVPD).

```
12
Properties=species:S:1:pos:R:3:forces:R:3:mulliken_charge:R:1
C -1.623 -0.414 0.055 -1.16 2.31 -0.15 0.2688
C 0.446 1.202 -0.454 -2.61 -4.22 3.66 -0.0367
N -0.567 -0.857 0.731 0.43 -0.50 -0.32 -0.1399
N 0.728 -0.519 0.398 0.74 2.88 -1.73 -0.4331
O 0.758 1.978 0.528 2.74 3.27 -0.86 -0.3947
S -3.151 -0.891 0.307 -0.42 -0.41 -0.32 -0.3271
S -1.266 1.141 -0.807 -1.10 -1.26 -0.50 -0.0885
S 1.293 -1.689 -0.770 1.77 0.68 -0.84 -0.1697
H 1.054 1.234 -1.244 2.54 0.13 -3.01 0.4309
H -0.701 -1.815 0.960 0.09 -0.97 0.85 0.3341
H 0.473 1.675 1.342 -1.23 -0.95 2.61 0.3943
H 2.555 -1.044 -1.047 -1.80 -0.95 0.61 0.1616
```
Forces are in eV/Å.

Calculated values
Frontier orbital gap = 0.3203 Eh
HOMO = -8.6 eV
Electronic energy = -39668.5785 eV
Energy relative to the best compared isomer or geometry (same formula, charge and spin) = 69.0 kcal per mole